# 1
The following is a quantum chemistry calculation of 12 unconnected molecules or ions with the total composition C50H92O13 at a distorted geometry, from the OMol25 dataset.

Summary:
**E_LUMO**: -0.980 eV
**Energy above the lowest of the compared OMol25 structures with the same formula, charge and spin**: 0.00 kJ/mol
**Spin multiplicity**: 1
**Orbital gap**: 8.38 eV
**SMILES**: O=C1C=CC(=O)C=C1.C1CCOC1.C1CCOC1.C1CCOC1.C1CCOC1.C1CCOC1.C1CCOC1.C1CCOC1.C1CCOC1.C1CCOC1.C1CCOC1.C1CCOC1
**HOMO level**: -9.36 eV
**Largest force on an atom**: 0.0688 Eh/bohr

Element x y z (Å)
O  -1.285  -0.384  -5.888
O  -4.544  0.691  -2.503
O  -1.627  -3.537  5.412
O  -4.703  0.539  2.562
O  0.927  4.110  -4.586
O  2.880  -3.325  -1.895
O  1.946  0.148  5.650
O  -0.171  0.244  1.378
O  -1.520  4.652  -1.087
O  2.413  -3.330  4.211
O  -1.330  -3.292  -2.402
O  5.792  0.156  1.630
O  -1.141  4.290  4.206
C  -1.469  -4.723  -4.226
C  1.080  -0.738  5.646
C  -0.932  -2.476  -3.486
C  -3.671  2.347  3.638
C  5.370  1.400  2.198
C  -3.497  -0.039  -1.871
C  -1.315  1.736  -4.823
C  -2.492  1.703  -5.825
C  -0.416  0.681  -5.506
C  4.399  -4.833  -0.942
C  -4.195  -1.184  -1.213
C  -0.669  -1.745  4.363
C  4.260  -0.320  3.364
C  -0.354  3.368  4.973
C  0.399  -0.953  4.360
C  0.011  -2.541  6.791
C  4.963  -0.898  2.108
C  -0.937  -3.417  -4.737
C  2.278  -3.876  2.873
C  4.046  1.144  2.868
C  0.983  -1.631  6.827
C  -2.126  -4.338  -2.908
C  1.499  3.377  -3.531
C  1.754  4.082  -5.790
C  1.154  -0.465  -0.434
C  2.931  -5.394  -0.848
C  -3.330  4.113  -2.578
C  -5.798  0.390  -1.859
C  0.318  1.432  0.692
C  -0.817  -2.657  5.540
C  -5.475  -0.534  -0.719
C  4.069  -3.328  -1.109
C  -2.586  1.263  3.304
C  2.036  -4.395  -1.492
C  0.717  2.858  3.983
C  -3.351  0.393  2.242
C  0.137  -0.934  0.603
C  -0.448  4.682  2.982
C  -3.655  3.765  -1.110
C  -2.578  0.240  -6.170
C  0.708  0.972  -0.741
C  3.676  -3.714  4.717
C  2.917  2.981  -3.993
C  3.163  -5.154  2.884
C  3.766  -5.192  4.221
C  0.950  4.114  3.117
C  -4.923  1.858  2.952
C  -1.804  4.511  -2.488
C  2.814  2.940  -5.542
C  -2.754  4.753  -0.404
H  2.596  -3.182  2.106
H  -3.169  5.750  -0.413
H  -1.206  3.682  -2.864
H  0.881  2.465  -3.315
H  -1.347  -1.924  3.529
H  -0.391  2.227  0.676
H  -3.477  1.912  -5.422
H  -6.223  1.304  -1.411
H  -1.647  5.477  -2.941
H  -4.708  3.778  -0.810
H  2.565  -6.000  2.541
H  1.161  -1.092  -1.343
H  1.156  1.771  1.280
H  -2.227  -5.115  -4.904
H  0.549  -1.715  1.239
H  -2.234  2.277  -6.709
H  4.169  -1.146  1.396
H  5.425  2.084  1.364
H  0.716  -0.335  3.533
H  -3.363  3.334  3.272
H  -3.203  0.843  1.245
H  -3.028  0.544  -1.096
H  3.587  -3.563  5.806
H  -2.706  -0.419  -2.504
H  2.089  -0.670  0.095
H  3.768  3.123  -6.029
H  0.235  2.071  3.415
H  6.132  1.733  2.912
H  -3.620  3.314  -3.258
H  -6.477  -0.051  -2.616
H  3.312  -0.782  3.653
H  1.595  2.500  4.474
H  4.470  -3.140  4.222
H  2.980  -6.409  -1.220
H  1.458  3.962  -2.599
H  4.816  -5.528  4.202
H  -1.048  2.665  5.407
H  1.647  -1.441  7.669
H  -2.768  0.060  -7.219
H  -0.794  2.666  -4.686
H  -0.140  -3.304  7.557
H  3.866  -2.896  -0.117
H  -3.593  -1.663  -0.442
H  -1.725  -1.698  -3.635
H  4.923  -5.232  -1.823
H  1.098  3.816  -6.618
H  1.579  4.784  3.711
H  -0.106  1.038  -1.470
H  3.272  1.086  2.096
H  -3.856  2.380  4.711
H  -5.320  0.044  0.209
H  -3.123  -3.957  -3.121
H  0.031  -2.023  -3.284
H  -2.300  0.706  4.182
H  -3.889  5.017  -2.728
H  3.120  1.968  -3.544
H  -3.219  2.775  -0.927
H  1.231  -4.058  2.638
H  2.357  2.059  -5.971
H  3.818  1.782  3.709
H  1.452  3.937  2.129
H  -4.402  -1.992  -1.928
H  0.143  3.834  5.834
H  4.825  -2.749  -1.666
H  -1.515  -3.008  -5.541
H  -1.751  1.636  2.770
H  2.636  -5.516  0.187
H  -2.644  4.562  0.661
H  -0.824  -1.272  0.230
H  -3.080  -0.653  2.202
H  3.243  -5.889  4.880
H  2.166  5.058  -6.001
H  4.889  -0.231  4.228
H  5.534  -1.809  2.366
H  -0.401  5.750  2.867
H  3.696  3.662  -3.604
H  0.460  0.263  -5.018
H  1.582  -4.711  -2.407
H  -0.917  4.177  2.169
H  -0.679  -5.482  -4.057
H  -5.795  1.959  3.650
H  -3.372  -0.172  -5.545
H  -2.123  -5.142  -2.162
H  -5.157  2.480  2.060
H  -6.271  -1.254  -0.483
H  1.499  1.590  -1.165
H  4.945  -4.984  -0.001
H  0.067  -3.594  -5.142
H  1.263  -4.115  -0.780
H  -1.527  1.293  -3.852
H  -0.028  1.082  -6.453
H  3.948  -4.951  2.174


# 2
The following is a quantum chemistry calculation of 2 unconnected molecules or ions with the total composition C4H9NO3 at a distorted geometry, from the OMol25 dataset.

Summary:
**E_LUMO**: 0.575 eV
**Energy above the lowest of the compared OMol25 structures with the same formula, charge and spin**: 252.15 kJ/mol
**Spin multiplicity**: 1
**Orbital gap**: 10.25 eV
**SMILES**: C[C@@H](C=O)NC=O.O
**HOMO level**: -9.67 eV
**Largest force on an atom**: 0.0826 Eh/bohr

Element x y z (Å)
O  2.098  -0.720  -0.307
O  -2.518  1.937  0.806
O  2.224  1.942  1.525
N  -1.374  0.254  -0.119
C  1.014  -0.525  0.160
C  -0.516  -1.475  -1.630
C  -1.571  1.151  0.937
C  -0.457  -0.933  -0.196
H  0.425  -1.815  -2.046
H  1.086  0.018  1.078
H  2.360  2.048  0.568
H  -0.803  -1.625  0.687
H  -1.066  -2.397  -1.762
H  -0.875  1.299  1.758
H  2.815  1.213  1.676
H  -1.959  0.333  -0.988
H  -0.883  -0.705  -2.148


# 3
The following is a quantum chemistry calculation of 2 unconnected molecules or ions with the total composition C5H11NO at a distorted geometry, from the OMol25 dataset.

Summary:
**E_LUMO (spin up / spin down)**: -5.602 / -9.248 eV
**Energy above the lowest of the compared OMol25 structures with the same formula, charge and spin**: 366.77 kJ/mol
**Spin multiplicity**: 2
**Charge**: +1
**Orbital gap (spin up / spin down)**: 7.88 / 4.23 eV
**HOMO level (spin up / spin down)**: -13.49 / -13.48 eV
**Largest force on an atom**: 0.0926 Eh/bohr
**<S²>**: 0.77

Element x y z (Å)
O  -1.520  -0.604  -1.190
N  0.327  0.993  2.363
C  -0.784  0.363  2.180
C  -0.926  0.497  -1.934
C  1.804  -1.007  2.575
C  1.511  0.238  2.114
C  -0.164  -0.018  -3.124
H  2.772  -1.446  2.387
H  -0.866  -0.435  -3.849
H  -1.725  0.848  2.481
H  0.527  -0.820  -2.787
H  -1.731  1.198  -2.332
H  -0.868  -0.644  1.615
H  -0.274  1.058  -1.267
H  0.416  0.790  -3.584
H  1.111  -1.523  3.248
H  -1.833  -0.251  -0.359
H  2.222  0.763  1.464


# 4
The following is a quantum chemistry calculation of a single C5H6O3 molecule at a distorted geometry, from the OMol25 dataset.

Summary:
**E_LUMO**: -0.573 eV
**Energy above the lowest of the compared OMol25 structures with the same formula, charge and spin**: 504.39 kJ/mol
**Spin multiplicity**: 1
**Orbital gap**: 9.46 eV
**SMILES**: O=CCC(=O)CC=O
**HOMO level**: -10.03 eV
**Largest force on an atom**: 0.1979 Eh/bohr

Element x y z (Å)
O  -0.460  0.145  -1.864
O  -1.172  0.792  1.863
O  2.002  -0.683  -0.683
C  -1.454  -0.583  -1.039
C  0.953  0.979  0.511
C  -0.304  0.244  1.127
C  1.796  0.491  -0.704
C  -1.065  -0.876  0.405
H  2.160  1.189  -1.560
H  -0.490  -1.791  0.365
H  1.738  0.504  1.358
H  -2.525  -1.131  -1.602
H  0.770  1.968  0.842
H  -1.951  -1.246  0.982